Density functional theory data (ωB97M-V/def2-TZVPD) for 3 unconnected molecules or ions with the total composition C6H19NO3 in a non-equilibrium geometry.

Each line ends with the Mulliken spin population.
CARTESIAN COORDINATES (ANGSTROEM)
C -0.80460 2.07112 4.11279  0.030
O 0.57821 2.01397 4.36372  0.175
H -1.43957 1.18552 4.13819  0.039
H -1.16870 2.77583 4.86040  0.008
H -0.89423 2.26346 3.04365  0.012
H 0.73949 2.05849 5.30903  -0.004
C -2.77331 -0.27033 0.21701  0.014
O -1.84817 0.23563 1.16490  0.417
H -3.74300 -0.45781 0.67814  0.002
H -2.98291 0.47345 -0.55173  0.050
H -2.45059 -1.19581 -0.25991  0.026
H -0.99806 0.25898 0.71952  0.000
C 0.11204 -2.02520 -2.33327  -0.001
C 1.37958 -1.24598 -2.02691  0.024
C 1.39004 -0.62515 -0.66365  0.006
O 0.39081 0.29759 -0.38063  0.097
C 0.34428 1.49132 -1.15786  -0.007
N 2.57884 -2.14076 -2.08057  0.066
H 0.13010 -2.48887 -3.31957  0.002
H -0.69013 -1.30473 -2.17344  -0.002
H 0.11872 -2.75899 -1.52729  0.003
H 1.42130 -0.44610 -2.76621  0.012
H 2.37267 -0.17518 -0.52194  0.002
H 1.27221 -1.34336 0.14776  0.001
H -0.22596 2.20884 -0.56788  0.007
H -0.22873 1.27038 -2.05838  0.018
H 1.32860 1.94835 -1.25957  -0.001
H 2.69246 -2.52353 -3.00830  0.002
H 3.39874 -1.55123 -2.09802  -0.001

Atomic forces in eV per Å
0.64 0.72 0.00
-0.13 -1.07 -0.49
0.39 -1.01 0.78
-0.87 0.28 -0.64
-0.15 0.98 0.01
0.06 0.02 0.25
-0.75 -0.10 0.78
-1.61 -0.21 -0.11
0.27 0.08 0.40
0.35 0.31 -0.40
0.51 -0.01 -0.14
1.48 -0.07 -0.56
0.85 0.34 1.23
0.57 -1.17 -1.46
0.78 -0.33 1.29
-0.96 0.87 0.08
-0.32 0.06 0.81
-0.56 1.23 -0.42
-0.22 0.13 0.15
-0.44 -0.38 -0.38
-0.64 -0.49 -0.27
0.40 0.41 -0.14
0.17 0.32 0.04
0.17 -0.48 -0.32
-0.23 -0.01 0.00
0.43 0.31 -0.42
0.08 -0.35 -0.57
-0.69 -0.69 -0.26
0.42 0.33 0.75

Computed properties:
- ⟨S²⟩ = 0.75
- ΔE to the lowest compared entry with this formula, charge and spin (kcal/mol) = 21.59
- frontier orbital gap (alpha / beta) (eV) = 10.98 / 2.73
- HOMO level (alpha / beta) (eV) = -13.301 / -12.566
- net charge = +1
- calculated total energy (hartree) = -520.03363
- spin multiplicity = 2